The following is a DFT calculation (the ωB97M-V functional and the def2-TZVPD basis) of a structure of composition C27H35BBiF6N13O4S4.

Each line ends with the Mulliken charge.
Positions of all 91 atoms, in Å:
Bi -0.419 -0.038 0.226  1.715
C 2.604 0.192 1.799  -1.050
N 1.284 0.762 2.092  1.686
C 0.873 0.406 3.460  -1.424
C 1.197 2.198 1.934  -0.471
C 2.276 3.040 2.157  -0.325
C 2.124 4.415 2.066  -0.878
C 0.880 4.950 1.763  -0.923
C -0.195 4.112 1.517  0.227
C -0.050 2.727 1.583  -0.651
N -1.091 1.861 1.199  0.681
C -2.307 1.849 1.855  0.055
C -2.549 2.481 3.077  -0.705
C -3.769 2.331 3.722  -0.921
C -4.766 1.547 3.167  -1.008
C -4.544 0.928 1.941  -0.320
C -3.341 1.085 1.279  0.227
N -3.058 0.504 -0.019  1.235
C -3.275 1.542 -1.049  -1.293
C -3.906 -0.642 -0.353  -2.068
H 3.339 0.453 2.569  0.410
H 2.511 -0.893 1.766  0.115
H 2.946 0.549 0.832  0.022
H 1.550 0.872 4.186  0.285
H -0.143 0.756 3.647  0.218
H 0.898 -0.675 3.577  0.381
H 3.246 2.623 2.390  0.379
H 2.974 5.063 2.228  0.458
H 0.752 6.023 1.695  0.448
H -1.164 4.522 1.254  0.508
H -1.763 3.072 3.529  0.433
H -3.930 2.822 4.673  0.418
H -5.713 1.417 3.674  0.415
H -5.330 0.321 1.513  0.327
H -4.337 1.805 -1.087  0.411
H -2.704 2.429 -0.796  0.310
H -2.957 1.165 -2.020  0.310
H -4.965 -0.362 -0.362  0.450
H -3.650 -0.985 -1.352  0.404
H -3.744 -1.450 0.356  0.794
C 0.335 -2.537 -4.355  -0.889
N 0.630 -3.201 -3.099  0.273
C 1.688 -4.063 -2.902  -0.614
C 1.720 -4.339 -1.582  -0.831
N 0.699 -3.644 -0.970  0.547
B 0.573 -3.479 0.570  0.255
N -0.896 -3.803 1.004  0.459
C -1.509 -5.008 0.738  -0.652
C -2.766 -4.961 1.226  -0.654
N -2.926 -3.710 1.786  0.290
C -4.124 -3.258 2.469  -0.902
C -1.769 -3.019 1.640  -0.040
S -1.557 -1.420 2.262  -0.445
C 0.035 -2.955 -1.915  -0.037
S -1.386 -2.013 -1.696  -0.561
H 0.273 -3.274 -5.154  0.379
H 1.126 -1.820 -4.573  0.243
H -0.613 -2.017 -4.255  0.264
H 2.329 -4.369 -3.709  0.493
H 2.399 -4.945 -1.011  0.538
H 1.325 -4.268 1.088  -0.227
H 0.830 -2.344 0.896  -0.492
H -0.994 -5.790 0.208  0.507
H -3.558 -5.688 1.225  0.473
H -4.991 -3.427 1.832  0.359
H -4.027 -2.196 2.681  0.317
H -4.250 -3.799 3.406  0.326
F 5.892 -1.705 -1.546  -0.220
C 4.657 -1.838 -1.071  0.544
F 4.344 -3.134 -1.072  -0.195
F 4.633 -1.399 0.188  -0.198
S 3.458 -0.895 -2.114  0.912
O 2.169 -0.971 -1.459  0.310
O 3.559 -1.486 -3.417  -0.727
N 4.160 0.499 -1.993  -0.548
S 3.448 1.890 -1.965  1.052
O 3.131 2.410 -3.270  -0.695
O 2.454 2.027 -0.931  -0.387
C 4.866 2.903 -1.380  0.426
F 5.893 2.841 -2.220  -0.208
F 5.268 2.492 -0.176  -0.216
F 4.464 4.171 -1.282  -0.205
N 0.860 2.271 -5.001  -0.758
N 0.386 2.265 -3.701  1.322
N 0.142 3.373 -3.040  -1.121
C -0.297 2.886 -1.890  -0.506
N -0.320 1.550 -1.892  0.499
N 0.129 1.166 -3.074  -0.902
H 1.289 3.183 -5.118  0.389
H 1.602 1.577 -5.027  0.352
H -0.568 3.495 -1.046  0.416

Atoms 1-6, force components in eV/Å:
-0.0126 -0.2067 -0.0768
-0.0041 -0.0041 0.0056
-0.0127 0.0663 -0.0349
0.0114 -0.0073 0.0196
0.0060 -0.0112 0.0067
-0.0045 0.0305 -0.0130

As for the HOMO energy: -0.2785 Eh. Its lowest unoccupied orbital energy is 0.186 eV. For the molar mass, the calculation gives 1067.71 g/mol. As for the spin multiplicity: 1.